Entry from the OMol25 dataset: the molecule C22H13F3N2OS3 (ωB97M-V/def2-TZVPD).

Computed properties:
Gap between HOMO and LUMO   8.94 eV
Electronic energy   -2525.14593 hartree
Structure (SMILES)   O=C(CSc1nc2ccccc2s1)N1c2ccccc2Sc2ccc(C(F)(F)F)cc21

```
44
Properties=species:S:1:pos:R:3:nbo_charge:R:1
O 0.0213 -0.5931 2.9305 -0.60
C -0.7267 -0.1711 2.0824 0.72
N -0.3807 0.8705 1.2581 -0.52
C 0.8529 1.5388 1.4882 0.21
C 2.0429 0.8349 1.5965 -0.20
C 3.2199 1.5127 1.8621 -0.21
C 3.2191 2.8910 2.0019 -0.20
C 2.0418 3.6027 1.8581 -0.21
C 0.8612 2.9245 1.6010 -0.21
S -0.6477 3.8393 1.3864 0.32
C -1.3812 2.7922 0.1719 -0.18
C -2.1676 3.3432 -0.8330 -0.21
C -2.7032 2.5365 -1.8159 -0.17
C -2.4130 1.1755 -1.8147 -0.15
C -1.6358 0.6139 -0.8141 -0.23
C -1.1521 1.4148 0.2136 0.21
H -1.3896 -0.4377 -0.8176 0.27
C -2.9795 0.3100 -2.9035 0.97
F -2.4202 -0.9051 -2.9594 -0.32
F -2.8323 0.8579 -4.1212 -0.32
F -4.3037 0.1095 -2.7449 -0.33
H -3.3199 2.9565 -2.5947 0.23
H -2.3518 4.4056 -0.8319 0.23
H 2.0248 4.6774 1.9508 0.22
H 4.1370 3.4167 2.2147 0.22
H 4.1404 0.9590 1.9609 0.22
H 2.0315 -0.2375 1.4928 0.24
C -2.1667 -0.6548 1.9879 -0.62
H -2.6909 -0.3417 1.0898 0.24
H -2.7009 -0.3001 2.8715 0.26
S -2.2252 -2.4725 2.1127 0.35
C -0.9462 -2.8522 1.0185 -0.07
N -0.3270 -1.9651 0.3269 -0.54
C 0.6711 -2.5151 -0.4258 0.19
C 1.5300 -1.8167 -1.2678 -0.24
C 2.4910 -2.5214 -1.9621 -0.20
C 2.6053 -3.9031 -1.8322 -0.21
C 1.7608 -4.6145 -1.0006 -0.21
C 0.7969 -3.9148 -0.2979 -0.24
S -0.3973 -4.5136 0.8259 0.40
H 1.8469 -5.6845 -0.8971 0.22
H 3.3658 -4.4288 -2.3890 0.22
H 3.1659 -1.9934 -2.6185 0.22
H 1.4327 -0.7462 -1.3611 0.23
```



Entry from the OMol25 dataset: a structure of composition C22H15BrCl2N5OPtSe at a distorted geometry (ωB97M-V/def2-TZVPD).

Computed properties:
Gap between HOMO and LUMO   6.87 eV
Total charge   +1
Electronic energy   -7211.31050 hartree
ΔE to the lowest compared entry with this formula, charge and spin   1.6152 eV

```
48
Properties=species:S:1:pos:R:3:nbo_charge:R:1
Pt -0.6513 -0.0160 -0.7025 1.04
Br 4.5397 -4.5082 -3.1639 0.09
C 2.9769 -3.6717 -2.5197 -0.15
C 1.7195 -4.1427 -2.9134 -0.16
C 0.5745 -3.5289 -2.4654 -0.28
C 0.6158 -2.4158 -1.6094 0.46
O -0.5475 -1.9084 -1.2394 -0.74
C 1.8957 -1.9620 -1.1922 -0.27
C 2.1166 -0.8612 -0.2941 0.22
N 1.1825 -0.1539 0.2340 -0.52
C 1.4326 1.0030 1.0191 0.10
C 2.4343 1.1327 1.9367 -0.19
C 2.5945 2.3453 2.6450 -0.18
C 1.7578 3.4007 2.4200 -0.17
C 0.7023 3.2846 1.4821 -0.10
C -0.1970 4.3366 1.1793 -0.09
C -1.1817 4.1448 0.2575 -0.26
C -1.3151 2.8821 -0.3499 0.12
N -0.5071 1.8874 -0.0795 -0.45
C 0.5293 2.0712 0.8077 0.22
C 3.0591 -2.6048 -1.6708 -0.15
H 1.6522 -4.9935 -3.5783 0.24
H -0.4001 -3.8835 -2.7734 0.23
H 3.1527 -0.6227 -0.0493 0.20
H 3.1002 0.3002 2.1263 0.23
H 3.3902 2.4292 3.3719 0.24
H 1.8826 4.3313 2.9579 0.23
H -0.0848 5.2894 1.6817 0.23
H -1.8733 4.9317 -0.0051 0.24
H -2.1102 2.6790 -1.0551 0.23
H 4.0281 -2.2391 -1.3544 0.23
Cl 1.7937 1.7185 -2.7987 -0.01
C 0.9295 0.6799 -3.9286 -0.38
Cl -0.7502 0.3392 -3.4304 0.00
H 1.4440 -0.2712 -4.0003 0.24
H 0.8725 1.1913 -4.8814 0.24
Se -3.3489 1.8274 3.4474 1.02
N -4.0635 0.2541 3.7967 -0.60
C -3.7206 -0.5360 2.7992 0.12
C -4.0945 -1.9125 2.6793 -0.14
C -3.6491 -2.5779 1.5942 -0.26
C -2.8349 -1.9121 0.6177 0.13
N -2.4698 -0.6648 0.6719 -0.50
C -2.9055 0.0611 1.7644 0.24
N -2.5960 1.3274 1.9293 -0.65
H -4.7104 -2.3734 3.4392 0.25
H -3.8939 -3.6184 1.4344 0.24
H -2.4716 -2.4692 -0.2376 0.23
```



Entry from the OMol25 dataset: a structure of composition C22H15Co2N2O7 at a distorted geometry (ωB97M-V/def2-TZVPD).

Computed properties:
Gap between HOMO and LUMO   5.03 eV
Total charge   -1
Electronic energy   -4249.01282 hartree
ΔE to the lowest compared entry with this formula, charge and spin   1.3111 eV

```
48
Properties=species:S:1:pos:R:3:nbo_charge:R:1
O 1.9167 3.2438 -1.5384 -0.58
C 1.1573 2.3709 -1.4985 0.57
Co -0.1966 1.1719 -1.7123 -0.03
C -1.1860 0.9189 -0.2873 0.51
O -1.7813 0.7384 0.6902 -0.59
C -1.2578 2.1885 -2.6406 0.48
O -1.8904 2.9520 -3.2345 -0.57
C -0.3754 -0.6818 -2.4512 -0.24
C -1.6723 -1.3347 -2.5790 -0.08
C -2.3594 -1.8693 -1.4597 -0.20
C -3.6220 -2.4490 -1.6026 -0.21
C -4.2420 -2.4833 -2.8560 -0.25
C -3.5495 -2.0246 -3.9854 -0.23
C -2.2784 -1.4588 -3.8511 -0.15
C 0.6121 -0.0828 -3.2629 -0.14
C 0.9572 0.7487 -4.2733 -0.52
Co 1.3129 -1.1106 -1.9945 -0.12
C 2.5101 -2.1937 -2.6880 0.55
O 3.3343 -2.9140 -3.0607 -0.54
C 0.7662 -2.2394 -0.7502 0.56
O 0.4626 -2.9908 0.0802 -0.55
C 2.6368 0.0164 -1.7527 0.52
O 3.5878 0.6753 -1.6895 -0.57
H -1.8954 -1.8175 -0.4737 0.22
H -4.1190 -2.8812 -0.7273 0.20
H -5.2711 -2.8420 -2.9383 0.20
H -4.0149 -2.0999 -4.9730 0.20
H -1.7284 -1.1258 -4.7357 0.21
H 2.0163 0.8742 -4.4981 0.19
H 0.1938 1.1857 -4.9206 0.19
C 0.8319 0.6290 7.1816 -0.72
C 1.0413 0.1761 5.7549 0.68
O 1.2281 -0.9885 5.4206 -0.59
N 1.0001 1.2448 4.8707 -0.61
C 1.1728 1.2061 3.4870 0.17
C 0.9324 2.3761 2.7378 -0.29
C 0.9681 2.3076 1.3448 0.05
N 1.3367 1.2003 0.6797 -0.45
C 1.6907 0.1261 1.3872 0.05
C 1.5635 0.0561 2.7845 -0.25
H 1.5320 1.4402 7.4391 0.22
H -0.2073 0.9650 7.3275 0.23
H 1.0163 -0.2310 7.8276 0.24
H 0.7460 2.1375 5.2793 0.39
H 0.6578 3.3098 3.2250 0.20
H 0.6612 3.1838 0.7759 0.20
H 2.0895 -0.7346 0.8500 0.21
H 1.7147 -0.8897 3.2920 0.25
```



Entry from the OMol25 dataset: a structure of composition C22H15DyO5P at a distorted geometry (ωB97M-V/def2-TZVPD).

Computed properties:
Gap between HOMO and LUMO (alpha / beta)   4.34 / 4.54 eV
Total charge   +3
Electronic energy   -2448.88722 hartree
Spin multiplicity   6
ΔE to the lowest compared entry with this formula, charge and spin   0.0000 eV

```
44
Properties=species:S:1:pos:R:3:lowdin_spin:R:1
O 0.0372 -3.6359 -3.6950 0.00
C 0.0232 -2.4731 -3.7627 -0.01
Dy 0.0074 0.0143 -3.4475 5.07
O -3.0567 -0.0327 -5.4470 0.00
C -2.0462 -0.0212 -4.8723 -0.01
C 2.0362 0.0206 -4.8639 -0.01
O 3.0501 0.0282 -5.4435 0.00
C -0.0259 2.4998 -3.7628 -0.01
O -0.0384 3.6365 -3.6962 0.00
O 0.0772 0.5471 -1.4149 -0.01
P 0.0130 0.2622 0.1426 0.00
C -1.6250 -0.4323 0.1696 0.00
C -2.3079 -0.9684 -0.9431 0.00
C -3.6271 -1.3601 -0.8046 0.00
C -4.2638 -1.2434 0.4529 0.00
C -3.5982 -0.6821 1.5445 0.00
C -2.2526 -0.4115 1.4247 0.00
C 1.5785 -0.6306 0.2113 0.00
C 2.1528 -0.7876 1.4761 0.00
C 3.4692 -1.2176 1.5985 0.00
C 4.1298 -1.7260 0.4684 0.00
C 3.4886 -1.7380 -0.7804 0.00
C 2.2506 -1.1261 -0.9244 0.00
C 0.0510 1.5790 1.4207 0.00
C -1.1237 2.0250 2.0868 0.00
C -1.1145 2.3377 3.4537 0.00
C 0.1196 2.4285 4.1278 0.00
C 1.3189 2.2531 3.4130 0.00
C 1.2757 1.8603 2.0667 0.00
H -1.7936 -1.2027 -1.9064 0.00
H -4.1415 -1.8012 -1.6552 0.00
H -5.2672 -1.6341 0.5914 0.00
H -4.0492 -0.5013 2.5034 0.00
H -1.6594 -0.1757 2.2989 0.00
H 1.5581 -0.5401 2.3547 0.00
H 3.9394 -1.1630 2.5796 0.00
H 5.1300 -2.1332 0.5737 0.00
H 3.9335 -2.2447 -1.6488 0.00
H 1.8177 -1.1146 -1.9513 0.00
H -2.0641 2.0718 1.5309 0.00
H -2.0603 2.5516 3.9753 0.00
H 0.1502 2.6987 5.1799 0.00
H 2.3025 2.4608 3.8741 0.00
H 2.2051 1.7225 1.5004 0.00
```



What is the electronic energy in the first record? -2525.14593 hartree